[1]
{
  "formula": "C30H28F9GeN3O4PRuS2",
  "method": "wB97M-V/def2-TZVPD",
  "symbols": ["Ru", "C", "C", "O", "P", "S", "S", "O", "C", "C", "H", "H", "H", "H", "H", "H", "H", "H", "H", "H", "C", "Ge", "C", "C", "C", "C", "C", "C", "C", "C", "C", "C", "C", "C", "C", "C", "C", "C", "H", "H", "H", "H", "H", "H", "H", "H", "H", "H", "H", "H", "H", "H", "H", "C", "O", "H", "H", "H", "N", "C", "C", "C", "N", "C", "N", "F", "C", "F", "F", "C", "O", "C", "F", "F", "F", "C", "F", "F", "F"],
  "coordinates": [[0.479229, -0.667239, 0.381003], [5.920745, 1.712854, -0.956347], [5.369637, 0.316645, -0.736050], [4.719714, 0.186706, 0.528185], [3.239920, 0.769436, 0.798759], [2.422956, -0.183805, 2.302148], [2.131565, 0.836651, -0.838527], [3.550687, 2.322346, 1.140806], [4.312037, 2.649525, 2.309318], [3.410818, 3.195769, 3.395559], [6.407849, 1.767349, -1.932879], [6.653867, 1.968043, -0.188489], [5.121108, 2.452572, -0.929294], [6.170423, -0.423568, -0.716453], [4.669460, 0.041474, -1.525943], [5.039595, 3.403299, 1.993254], [4.869796, 1.772249, 2.650490], [2.784615, 3.998942, 3.011012], [4.016493, 3.587494, 4.217473], [2.753088, 2.418322, 3.779924], [-0.316329, 1.787668, -2.504680], [-1.031372, 0.530204, -1.140488], [-2.155408, -0.570095, -2.367397], [-1.619258, -1.631068, -3.097520], [-2.376090, -2.324279, -4.030424], [-3.701311, -1.974062, -4.258022], [-4.253848, -0.921637, -3.547022], [-3.483985, -0.229868, -2.616789], [-2.360817, 1.665971, -0.182185], [-2.223105, 3.030394, -0.208234], [-3.125940, 3.889468, 0.461640], [-4.188265, 3.374885, 1.141659], [-4.389595, 1.973444, 1.193905], [-5.481646, 1.413812, 1.901853], [-5.648263, 0.062096, 1.973714], [-4.720236, -0.797669, 1.346787], [-3.657984, -0.283571, 0.659716], [-3.462015, 1.119419, 0.551984], [-1.169610, 2.186610, -3.059432], [0.321694, 1.239370, -3.199924], [0.262863, 2.606728, -2.083738], [-0.604768, -1.939649, -2.911901], [-1.931449, -3.152095, -4.572013], [-4.297819, -2.521528, -4.979921], [-5.287975, -0.636637, -3.708495], [-3.939824, 0.589976, -2.072087], [-1.394985, 3.479514, -0.743267], [-2.959544, 4.960068, 0.436577], [-4.879577, 4.020860, 1.671768], [-6.159291, 2.083395, 2.418808], [-6.474240, -0.355371, 2.537317], [-4.841519, -1.871632, 1.421924], [-2.940340, -0.948217, 0.188603], [-1.273444, -2.830197, 0.813624], [-0.802908, -2.070046, -0.259479], [-0.545292, -2.917050, 1.634890], [-1.475613, -3.851841, 0.461947], [-2.202745, -2.415830, 1.243420], [-0.618938, 0.249612, 1.828992], [-1.038922, 1.103209, 2.486355], [-1.549864, 2.093972, 3.321570], [-0.849131, 3.308094, 3.474325], [-0.291929, 4.311450, 3.617448], [-2.729040, 1.889955, 4.064274], [-3.687161, 1.756658, 4.699014], [3.216208, -4.763655, 1.154444], [2.299085, -4.673474, 0.174296], [2.424341, -5.798674, -0.568411], [1.103663, -4.734276, 0.755738], [2.485401, -3.342843, -0.640225], [2.101834, -2.295477, 0.059108], [1.747213, -3.516546, -2.010376], [2.456829, -4.245151, -2.910391], [0.569553, -4.140991, -1.878221], [1.529855, -2.330621, -2.571325], [4.024974, -3.229460, -0.977002], [4.710085, -2.737219, 0.048493], [4.620087, -4.400998, -1.309026], [4.224105, -2.400166, -2.020148]],
  "forces_ev_per_angstrom": [[0.45, -0.63, 0.05], [0.01, 0.01, -0.02], [0.01, 0.03, -0.01], [-0.03, -0.06, 0.16], [0.08, 0.18, -0.07], [-0.09, -0.01, -0.05], [0.05, 0.04, 0.00], [-0.01, -0.06, 0.02], [0.01, 0.02, 0.01], [0.02, -0.01, 0.06], [0.02, -0.02, 0.00], [-0.01, 0.00, 0.02], [-0.01, -0.01, -0.02], [-0.01, 0.00, -0.03], [-0.01, 0.02, 0.00], [-0.01, -0.03, -0.01], [-0.03, 0.02, 0.04], [-0.01, 0.04, -0.03], [-0.01, -0.01, 0.01], [0.00, -0.02, -0.03], [-0.04, -0.01, 0.03], [-0.08, 0.02, -0.11], [-0.02, 0.05, 0.02], [-0.04, -0.01, 0.04], [-0.01, -0.03, -0.02], [0.00, -0.04, -0.04], [-0.01, 0.04, 0.03], [-0.01, 0.09, -0.02], [-0.07, 0.00, -0.01], [0.01, -0.03, -0.01], [-0.03, 0.00, 0.01], [0.01, 0.03, -0.01], [-0.01, 0.03, 0.01], [0.01, -0.03, 0.00], [-0.02, 0.01, 0.02], [0.03, 0.02, -0.02], [0.05, 0.02, -0.04], [-0.03, -0.08, -0.10], [0.00, -0.01, 0.01], [0.01, -0.02, 0.01], [0.03, 0.02, 0.02], [0.08, -0.02, 0.02], [0.00, 0.00, 0.00], [0.01, 0.00, 0.00], [0.00, 0.00, 0.00], [0.00, 0.00, 0.00], [0.02, -0.01, -0.01], [0.01, 0.00, 0.02], [0.00, 0.01, -0.01], [-0.01, 0.00, 0.00], [0.00, 0.00, 0.00], [0.00, -0.01, 0.00], [-0.07, 0.11, -0.01], [0.06, -0.08, 0.06], [-0.17, 0.16, 0.36], [-0.01, -0.05, 0.01], [-0.04, 0.03, 0.03], [0.15, -0.14, 0.05], [0.13, 0.56, -0.50], [-0.11, -0.51, 0.15], [0.07, 0.04, 0.04], [0.06, 0.09, 0.00], [0.01, 0.03, -0.01], [-0.11, -0.02, 0.07], [0.01, -0.01, 0.01], [0.05, 0.03, 0.05], [0.01, 0.00, 0.02], [0.02, -0.07, -0.09], [-0.08, 0.07, 0.02], [0.14, -0.08, 0.05], [-0.30, 0.23, -0.21], [-0.03, -0.10, 0.03], [-0.01, -0.07, -0.03], [-0.04, 0.05, 0.00], [-0.02, 0.11, -0.07], [-0.04, -0.01, -0.04], [0.03, 0.04, 0.13], [0.00, -0.08, -0.02], [0.03, 0.10, -0.03]],
  "multiplicity": 2,
  "homo_energy_ev": [-2.465, -2.534],
  "mol_weight_g_mol": 934.34,
  "de_lowest_kj_mol": 152.1,
  "total_charge": -2,
  "orbital_gap_ev": [6.970, 7.035]
}



[2]
{
  "formula": "C30H28IN3O10P2S",
  "method": "wB97M-V/def2-TZVPD",
  "symbols": ["C", "C", "I", "C", "C", "C", "C", "C", "P", "N", "O", "C", "N", "C", "C", "P", "O", "O", "O", "C", "S", "N", "C", "H", "H", "H", "H", "H", "H", "H", "H", "H", "H", "H", "H", "H", "H", "H", "H", "O", "C", "C", "C", "C", "O", "C", "C", "H", "H", "H", "H", "O", "C", "C", "C", "C", "O", "C", "C", "H", "H", "H", "H", "O", "C", "C", "C", "C", "O", "C", "C", "H", "H", "H", "H"],
  "coordinates": [[-1.895540, -4.114802, -0.670940], [-1.311329, -2.826308, 0.078080], [-2.458717, -2.706274, 1.945398], [-1.463976, -1.542706, -0.817443], [-0.563790, -0.329427, -0.390846], [-0.889165, 0.396649, 0.808495], [-0.041080, 1.567138, 1.188706], [1.111919, 1.971861, 0.323057], [2.111669, 3.481544, 0.836651], [2.628665, 3.182174, 2.500166], [3.548633, 3.629313, -0.039244], [1.387239, 1.180256, -0.908972], [2.435166, 1.606883, -1.696502], [2.617571, 0.879220, -2.810543], [3.767183, 1.358166, -3.756126], [5.457739, 0.953724, -3.063919], [6.351785, 0.258381, -4.027746], [5.207025, 0.115415, -1.656613], [6.210509, 2.371066, -2.636890], [1.780867, -0.301168, -3.115927], [2.153269, -1.208789, -4.678388], [0.749339, -0.778439, -2.397418], [0.575500, 0.027938, -1.288635], [-2.609633, -3.843332, -1.485968], [-1.077718, -4.799467, -1.013771], [-2.493212, -4.716845, 0.066143], [-0.249959, -3.091326, 0.317438], [-1.293509, -1.865771, -1.874702], [-2.549501, -1.244120, -0.768248], [-1.748742, 0.161185, 1.467987], [-0.311064, 2.138850, 2.145425], [3.106534, 4.045544, 2.791949], [3.396056, 2.490147, 2.467624], [4.187069, 3.027883, 0.391232], [3.632782, 1.036495, -4.811144], [3.715912, 2.484944, -3.764270], [4.680509, -0.664683, -1.925349], [7.146102, 2.220928, -2.870265], [3.211694, -2.050633, -4.457722], [-1.149805, -2.518093, -10.610503], [-0.281837, -2.878613, -9.842662], [0.243296, -1.973229, -8.794772], [1.197111, -2.369832, -7.954661], [1.772129, -3.731572, -8.030275], [2.640648, -4.091467, -7.261166], [1.247751, -4.637645, -9.077747], [0.293908, -4.241798, -9.918371], [-0.188675, -0.981220, -8.752778], [1.594931, -1.723939, -7.182478], [1.680120, -5.629488, -9.119117], [-0.102283, -4.890058, -10.689711], [-2.472871, 3.649737, 8.084291], [-2.164218, 3.739929, 6.913626], [-3.151684, 3.503462, 5.837153], [-2.811472, 3.598173, 4.550410], [-1.432552, 3.946867, 4.142982], [-1.114582, 4.040769, 2.970622], [-0.443972, 4.185064, 5.221251], [-0.783520, 4.089493, 6.506080], [-4.156499, 3.249567, 6.148943], [-3.522189, 3.427130, 3.751369], [0.560433, 4.439062, 4.906229], [-0.073642, 4.260387, 7.305582], [-2.654376, -2.972464, 7.736563], [-3.255774, -2.029544, 7.266946], [-4.328919, -1.344265, 8.025992], [-4.988677, -0.310244, 7.506708], [-4.676248, 0.195114, 6.150987], [-5.268985, 1.137376, 5.665698], [-3.607658, -0.481199, 5.394408], [-2.945530, -1.516184, 5.911927], [-4.542645, -1.729229, 9.015063], [-5.776132, 0.202994, 8.043985], [-3.392791, -0.092779, 4.406312], [-2.156592, -2.023873, 5.370354]],
  "forces_ev_per_angstrom": [[-0.38, -0.12, 0.94], [-0.04, -1.16, -1.31], [0.51, 0.24, -0.24], [-0.28, 0.13, 0.62], [-0.57, 0.14, 0.58], [2.45, 1.28, -1.65], [1.30, -0.38, -1.83], [-1.65, -2.59, 1.46], [-0.64, 1.69, -0.16], [0.91, -0.54, -1.49], [-0.72, -1.15, 1.52], [-0.29, 0.52, 0.74], [-1.05, -2.02, -1.33], [-0.33, 0.17, 0.37], [-0.61, 0.97, 1.00], [1.47, 0.08, -0.56], [-0.99, 0.16, 0.69], [-0.19, 0.87, -1.60], [-1.24, -1.68, 0.09], [0.72, -0.76, -0.32], [-0.37, 0.02, 0.24], [2.61, 2.95, 0.14], [-2.02, 0.07, 2.35], [0.78, -0.15, 0.48], [-0.65, 0.87, -0.05], [0.60, 0.47, -0.82], [-0.97, 0.74, 0.17], [0.20, 0.42, 0.94], [1.04, -0.16, -0.02], [0.71, -0.03, -0.79], [0.69, -0.83, -1.77], [-0.52, -0.24, -0.10], [-0.55, -0.01, 0.42], [0.08, 0.21, -0.72], [0.46, -0.15, 0.93], [0.06, -1.04, 0.16], [0.35, 0.24, 0.43], [-0.37, 0.08, 0.03], [-0.44, 0.66, 0.53], [0.08, -0.05, 0.07], [-0.18, 0.09, -0.14], [0.12, 0.03, 0.15], [-0.10, 0.16, -0.09], [0.16, -0.06, 0.15], [-0.08, 0.05, -0.05], [-0.11, -0.07, -0.15], [0.13, -0.15, 0.06], [-0.02, -0.02, -0.04], [-0.02, -0.04, -0.07], [0.02, 0.02, 0.04], [-0.03, 0.04, -0.01], [0.03, -0.01, -0.11], [-0.01, 0.01, 0.18], [-0.09, 0.02, -0.29], [-0.16, -0.06, 0.16], [0.16, 0.12, -0.26], [-0.19, -0.05, 0.36], [0.08, 0.02, 0.20], [0.16, 0.04, -0.14], [0.02, 0.00, 0.01], [0.00, 0.00, 0.00], [-0.02, -0.03, -0.06], [-0.03, -0.01, 0.02], [-0.06, 0.10, -0.05], [0.10, -0.16, 0.11], [-0.14, 0.15, 0.00], [-0.01, -0.10, 0.15], [-0.11, 0.15, -0.10], [-0.11, 0.04, 0.10], [0.33, -0.34, -0.01], [0.00, 0.16, -0.24], [0.04, -0.03, -0.01], [0.01, 0.03, -0.03], [-0.03, 0.01, 0.00], [0.01, -0.03, 0.03]],
  "homo_energy_ev": -8.225,
  "mol_weight_g_mol": 811.48,
  "orbital_gap_ev": 6.534
}



[3]
{
  "formula": "C30H28N3ReS2",
  "method": "wB97M-V/def2-TZVPD",
  "symbols": ["Re", "C", "N", "C", "C", "N", "C", "C", "C", "C", "C", "C", "C", "S", "C", "C", "C", "C", "C", "C", "S", "H", "H", "H", "H", "H", "H", "H", "H", "H", "H", "H", "H", "H", "H", "H", "H", "H", "H", "C", "C", "C", "C", "C", "C", "C", "C", "H", "H", "H", "H", "H", "N", "C", "C", "C", "C", "C", "C", "H", "H", "H", "H", "H"],
  "coordinates": [[0.940184, 0.351360, -0.215544], [-0.767447, -2.071000, 2.195316], [-0.459638, -2.534037, 0.846346], [-1.615947, -2.939741, 0.081995], [-2.670321, -1.849878, -0.004446], [-2.187687, -0.591291, -0.575670], [-2.994245, 0.515069, -0.066111], [-2.148293, -0.632486, -2.017992], [-3.328327, -0.429195, -2.730155], [-3.376248, -0.486215, -4.112408], [-2.212965, -0.754402, -4.816818], [-1.028119, -0.946761, -4.132266], [-0.958644, -0.884061, -2.734571], [0.609892, -1.212061, -2.018534], [0.648960, -3.405927, 0.753102], [0.492617, -4.768063, 0.507665], [1.584092, -5.618738, 0.421253], [2.864175, -5.118352, 0.580566], [3.043096, -3.760208, 0.788063], [1.960314, -2.883917, 0.851555], [2.353387, -1.173412, 1.007290], [0.155970, -1.926605, 2.747579], [-1.392134, -2.796655, 2.742391], [-1.277195, -1.106499, 2.149625], [-2.112450, -3.829429, 0.510992], [-1.281027, -3.196370, -0.925917], [-3.047825, -1.641734, 0.998677], [-3.516025, -2.247903, -0.586760], [-4.077248, 0.331190, -0.136991], [-2.754334, 1.423510, -0.610673], [-2.742849, 0.677568, 0.983364], [-4.239310, -0.218111, -2.182335], [-4.313431, -0.322968, -4.630017], [-2.226065, -0.797002, -5.899407], [-0.109340, -1.132179, -4.673675], [-0.503658, -5.178826, 0.401786], [1.429886, -6.676584, 0.244525], [3.722992, -5.775897, 0.519697], [4.037385, -3.340695, 0.877057], [2.251462, 1.688372, 0.601064], [3.115965, 2.463228, 0.969433], [4.131751, 3.338555, 1.450813], [4.689883, 3.133880, 2.719735], [5.689916, 3.966022, 3.192633], [6.153503, 5.016723, 2.411575], [5.603580, 5.232100, 1.155264], [4.600244, 4.405936, 0.676576], [4.320360, 2.309687, 3.315297], [6.114063, 3.795198, 4.174795], [6.935907, 5.669469, 2.779271], [5.961365, 6.052939, 0.545302], [4.164557, 4.575589, -0.299133], [-0.115984, 1.805135, -0.482428], [-0.303058, 3.134960, -0.491259], [-0.291499, 3.883276, -1.688982], [-0.480071, 5.250946, -1.667590], [-0.698817, 5.931487, -0.474482], [-0.724882, 5.205690, 0.712775], [-0.545054, 3.838234, 0.713623], [-0.102964, 3.358719, -2.617785], [-0.437560, 5.810845, -2.595479], [-0.838050, 7.004867, -0.463852], [-0.883867, 5.723753, 1.652171], [-0.534865, 3.266200, 1.633540]],
  "forces_ev_per_angstrom": [[-0.63, 0.89, -0.04], [0.12, -0.08, -0.24], [-0.14, 0.05, 0.16], [-0.05, 0.11, -0.10], [0.14, -0.07, 0.02], [-0.09, -0.02, -0.13], [0.14, 0.07, 0.01], [0.17, -0.03, -0.10], [-0.06, -0.02, -0.01], [-0.04, 0.01, 0.00], [-0.02, 0.01, -0.06], [-0.03, 0.05, 0.05], [-0.34, 0.10, 0.07], [0.34, -0.34, -0.05], [0.50, 0.06, -0.11], [-0.09, 0.03, 0.14], [0.02, -0.16, 0.00], [0.04, 0.00, 0.00], [-0.12, -0.01, 0.04], [-0.31, -0.09, -0.16], [0.14, 0.03, 0.39], [0.10, 0.03, -0.01], [-0.04, 0.03, 0.00], [-0.02, -0.04, 0.07], [-0.05, 0.02, 0.00], [0.04, -0.04, 0.03], [-0.02, 0.06, -0.03], [-0.04, 0.03, 0.04], [0.01, -0.01, 0.02], [0.05, 0.05, 0.00], [-0.02, 0.00, 0.01], [0.01, -0.03, -0.01], [0.00, 0.01, 0.00], [0.02, -0.01, 0.01], [0.00, -0.01, 0.00], [0.04, 0.00, -0.01], [-0.02, 0.01, -0.03], [0.00, 0.00, 0.00], [0.01, -0.02, -0.04], [0.39, -0.12, -0.02], [-0.23, -0.08, -0.02], [0.10, 0.07, 0.08], [-0.01, 0.02, -0.08], [0.01, 0.02, 0.00], [0.03, 0.05, 0.01], [0.01, 0.02, 0.00], [-0.01, -0.02, 0.04], [0.03, -0.01, 0.01], [-0.01, -0.01, 0.00], [0.00, -0.02, 0.01], [-0.02, -0.01, -0.01], [-0.01, -0.02, 0.00], [0.01, -0.96, -0.08], [-0.15, 0.75, 0.19], [0.05, -0.30, 0.06], [-0.04, 0.19, 0.02], [0.00, -0.05, 0.03], [-0.03, 0.11, -0.01], [0.17, -0.28, -0.14], [0.00, 0.01, 0.00], [-0.03, -0.06, -0.03], [0.01, 0.00, -0.03], [0.00, -0.03, 0.01], [-0.03, 0.06, 0.02]],
  "multiplicity": 4,
  "homo_energy_ev": [-3.394, -4.735],
  "mol_weight_g_mol": 680.92,
  "de_lowest_kj_mol": 4.7,
  "total_charge": -1,
  "orbital_gap_ev": [6.199, 7.371]
}